# 1
Below is an isolated molecule of C26H30N6O3S3 at a distorted geometry, with properties calculated with ωB97M-V/def2-TZVPD.

Each line ends with the Löwdin charge.
Positions of all 68 atoms, in Å:
C  3.268140  2.135093  1.349780  -0.070
C  4.685950  1.580968  1.202203  -0.208
N  4.742621  0.151028  1.414889  -0.081
C  4.927077  -0.304298  2.783915  -0.199
C  6.403747  -0.395478  3.154518  -0.066
C  4.617367  -0.788786  0.454355  -0.580
O  4.682702  -1.977183  0.685363  0.029
C  4.401109  -0.269677  -0.969499  -0.394
S  3.847521  -1.624074  -2.051105  0.974
C  2.293723  -1.952671  -1.379894  -0.876
N  1.542338  -2.884232  -1.824142  0.044
C  0.333386  -2.921092  -1.198093  -0.335
C  -0.711701  -3.798344  -1.469032  -0.003
C  -1.893656  -3.687057  -0.768408  -0.006
C  -2.051838  -2.704376  0.213847  -0.210
N  -3.234239  -2.535989  0.941025  0.119
C  -4.484624  -2.949695  0.626014  -0.541
O  -4.784267  -3.715084  -0.262125  0.064
C  -5.540218  -2.319873  1.537132  -0.341
S  -6.117698  -0.730365  0.844390  1.002
C  -4.693972  0.241418  1.053682  -0.615
N  -3.676647  -0.016917  1.838603  -0.002
N  -2.743817  0.923473  1.619989  0.088
C  -3.203410  1.754361  0.730014  -0.285
C  -2.454676  2.905769  0.156617  -0.107
O  -2.380809  2.842075  -1.255115  -0.082
C  -1.580481  1.822510  -1.771793  -0.223
C  -2.165079  0.617805  -2.137859  0.005
C  -1.411771  -0.367024  -2.749904  -0.067
C  -0.070265  -0.145098  -3.003625  -0.091
C  0.514264  1.047846  -2.618952  -0.059
C  -0.220682  2.046833  -1.994302  -0.201
C  0.424949  3.337297  -1.587999  -0.026
N  -4.456862  1.373167  0.332537  -0.048
C  -5.334138  2.010771  -0.606787  -0.019
C  -1.015992  -1.822481  0.511019  -0.028
C  0.158217  -1.936481  -0.199097  -0.455
S  1.585766  -0.960004  -0.070792  1.074
H  2.891825  1.954636  2.353293  0.076
H  3.270579  3.206654  1.167246  0.076
H  2.589523  1.656021  0.648646  0.027
H  5.335683  2.051754  1.945062  0.120
H  5.085490  1.825631  0.216232  0.114
H  4.403522  0.383678  3.451328  0.118
H  4.471175  -1.293302  2.862738  0.122
H  6.901897  -1.107403  2.501953  0.077
H  6.506440  -0.733622  4.181769  0.074
H  6.893041  0.571574  3.056318  0.067
H  5.348066  0.066070  -1.393841  0.093
H  3.664547  0.530084  -1.020857  0.048
H  -0.582724  -4.550933  -2.229594  0.116
H  -2.715295  -4.351232  -0.978944  0.102
H  -3.171657  -1.794561  1.643132  0.091
H  -6.431105  -2.946342  1.552081  0.085
H  -5.175572  -2.132339  2.545156  0.082
H  -2.969792  3.846901  0.377082  0.140
H  -1.459953  2.918702  0.616586  0.132
H  -3.218690  0.459879  -1.963487  0.113
H  -1.873708  -1.300709  -3.031536  0.112
H  0.519700  -0.901329  -3.498949  0.108
H  1.563279  1.217235  -2.818512  0.111
H  0.806015  3.265930  -0.568031  0.072
H  -0.296628  4.150149  -1.627244  0.083
H  1.259260  3.570057  -2.245400  0.082
H  -6.003553  2.702858  -0.091009  0.104
H  -5.935248  1.249587  -1.105590  0.080
H  -4.738297  2.555994  -1.337673  0.094
H  -1.139858  -1.055777  1.260654  0.100

Forces on atoms 1 to 2 (eV/Å):
C 0.30 -0.02 -0.03
C -0.29 0.22 -0.12

Values from the calculation:
- SMILES = CCN(CC)C(=O)CSc1nc2ccc(NC(=O)CSc3nnc(COc4ccccc4C)n3C)cc2s1
- ΔE to the lowest compared entry with this formula, charge and spin (kcal per mole) = 12.68
- electronic energy (Eh) = -2757.6362
- spin multiplicity = 1


# 2
Below is a cluster of 2 separate species, C26H30NS2Si in total at a distorted geometry, with properties calculated with ωB97M-V/def2-TZVPD.

Each line ends with the Löwdin charge.
Positions of all 60 atoms, in Å:
C  -3.236825  -3.630186  -2.239664  -0.081
C  -3.035943  -2.731696  -3.292387  -0.075
C  -2.274802  -1.570746  -3.092014  -0.078
C  -1.694171  -1.314926  -1.833362  -0.260
Si  -0.731821  0.254184  -1.503504  0.730
C  -0.595538  1.204823  -3.129050  -0.235
C  -1.160961  2.491568  -3.228970  -0.079
C  -1.114121  3.194572  -4.442794  -0.079
C  -0.512969  2.629762  -5.572813  -0.082
C  0.038678  1.343534  -5.490643  -0.076
C  -0.016393  0.629962  -4.279338  -0.108
C  -1.653353  1.294570  -0.273262  -0.272
C  -3.050946  1.199254  -0.204454  -0.078
C  -3.750616  2.004718  0.707302  -0.068
C  -3.041775  2.891415  1.539635  -0.083
C  -1.644579  2.969030  1.472856  -0.091
C  -0.935835  2.172999  0.561437  -0.098
C  1.017813  -0.068637  -0.749937  -0.355
C  1.815019  -0.965812  -1.726688  -0.174
C  2.573803  -1.987974  -0.854002  -0.145
C  1.956699  -1.871450  0.558146  -0.223
N  1.292660  -0.563461  0.599947  -0.079
C  -1.930067  -2.196549  -0.765764  -0.100
C  -2.679806  -3.367115  -0.975488  -0.080
H  -3.843101  -4.529890  -2.394497  0.107
H  -3.492757  -2.914035  -4.271784  0.109
H  -2.167883  -0.846869  -3.903989  0.097
H  -1.662583  2.936244  -2.362422  0.100
H  -1.559740  4.191306  -4.507938  0.106
H  -0.479853  3.181424  -6.520304  0.108
H  0.495810  0.885400  -6.368853  0.104
H  0.368875  -0.394736  -4.253939  0.100
H  -3.598605  0.505177  -0.855056  0.113
H  -4.835292  1.946584  0.757087  0.104
H  -3.588799  3.528869  2.239682  0.104
H  -1.087743  3.652116  2.118118  0.099
H  0.153464  2.237481  0.499461  0.094
H  1.328703  0.999799  -0.798138  0.096
H  1.094870  -1.528185  -2.325776  0.083
H  2.438483  -0.356568  -2.394360  0.119
H  2.491801  -3.025612  -1.222073  0.117
H  3.631517  -1.680629  -0.840794  0.110
H  1.216470  -2.672629  0.705523  0.114
H  2.744968  -1.962906  1.321646  0.078
H  0.515960  -0.529344  1.262621  0.099
H  -1.545423  -1.947638  0.231258  0.099
H  -2.831910  -4.061885  -0.149971  0.100
C  2.927037  -0.018908  6.716266  -0.269
C  2.964450  1.180744  5.783899  -0.413
S  1.953172  1.074017  4.259069  1.011
C  2.389275  -0.404485  3.558881  -0.708
S  2.666117  -1.796801  4.458652  1.030
C  3.410247  -1.303706  6.058630  -0.406
H  3.579802  0.193892  7.588579  0.142
H  1.908128  -0.164369  7.074619  0.123
H  2.545653  2.079338  6.256418  0.094
H  3.985507  1.410145  5.462584  0.101
H  2.530279  -0.432252  2.478606  0.010
H  4.482343  -1.260586  5.851962  0.096
H  3.236608  -2.182344  6.701143  0.099

Forces on atoms 1 to 2 (eV/Å):
C 0.22 0.15 0.22
C 0.00 0.18 0.09

Values from the calculation:
- total charge = +1
- electronic energy (Eh) = -2149.0899
- spin multiplicity = 1


# 3
Below is a structure of composition C26H30OPPtS3Se2 at a distorted geometry, with properties calculated with ωB97M-V/def2-TZVPD.

Each line ends with the Löwdin charge.
Positions of all 64 atoms, in Å:
Pt  1.396932  0.243133  -0.429416  0.224
C  4.503186  0.485006  -2.089935  -0.523
C  4.806407  0.136477  -0.631061  -0.444
S  3.446505  -0.022930  0.596890  0.802
C  3.550869  1.520376  1.533559  -0.489
C  3.307124  2.733861  0.670137  -0.477
S  1.639377  2.625476  -0.039400  0.833
C  1.894475  3.348284  -1.697339  -0.480
C  2.592477  2.484624  -2.742207  -0.526
S  4.384451  2.244629  -2.527660  0.902
H  3.600379  -0.014596  -2.431998  0.007
H  5.332121  0.100544  -2.684901  0.079
H  5.512296  0.842698  -0.192126  0.087
H  5.269678  -0.850406  -0.601360  0.081
H  4.523731  1.568956  2.025442  0.100
H  2.782584  1.396937  2.299197  0.064
H  4.016302  2.779573  -0.151722  0.019
H  3.382020  3.652673  1.252517  0.098
H  2.417559  4.289908  -1.527684  0.090
H  0.886558  3.580281  -2.045664  0.077
H  2.449647  2.952577  -3.716740  0.082
H  2.132711  1.499895  -2.773999  0.013
Se  -0.620201  0.587811  -2.014222  0.391
P  -0.485446  -1.533412  -1.647297  0.168
Se  1.654024  -1.911095  -1.608546  0.407
C  -1.241227  -1.923170  -0.052222  -0.432
C  -2.630403  -1.810172  0.036929  -0.092
C  -3.272140  -2.104670  1.225992  -0.061
C  -2.531961  -2.516531  2.329134  -0.063
C  -1.153204  -2.623955  2.242296  -0.067
C  -0.503167  -2.326762  1.051344  -0.117
C  -1.275723  -2.660552  -2.803644  -0.405
C  -1.476960  -2.262545  -4.122192  -0.091
C  -1.999635  -3.160531  -5.040363  -0.064
C  -2.308253  -4.452824  -4.642114  -0.060
C  -2.094685  -4.854297  -3.328941  -0.060
C  -1.580636  -3.961586  -2.404119  -0.074
H  -3.206140  -1.484932  -0.822151  0.116
H  -4.348434  -2.020371  1.293632  0.112
H  -3.036586  -2.762897  3.254271  0.110
H  -0.576430  -2.945850  3.099511  0.112
H  0.572843  -2.419136  0.983975  0.067
H  -1.225302  -1.253489  -4.427972  0.089
H  -2.159474  -2.853338  -6.064978  0.112
H  -2.717045  -5.153150  -5.358334  0.112
H  -2.329969  -5.865842  -3.026724  0.112
H  -1.417865  -4.272096  -1.379644  0.115
C  0.179020  0.860826  4.485242  -0.003
C  -0.290586  0.988850  3.058506  -0.379
O  0.395392  0.542880  2.151423  -0.034
C  -1.593220  1.649705  2.785206  -0.155
C  -2.025789  1.762374  1.465368  -0.030
C  -3.225270  2.385273  1.172547  -0.059
C  -4.003196  2.905390  2.200350  -0.064
C  -3.587968  2.784310  3.518896  -0.064
C  -2.388044  2.155583  3.812637  -0.023
H  1.152632  0.377612  4.495629  0.084
H  -0.524452  0.260159  5.064224  0.096
H  0.246068  1.840681  4.959879  0.093
H  -1.418157  1.337377  0.678360  0.043
H  -3.557756  2.460117  0.145310  0.108
H  -4.938213  3.400870  1.973869  0.110
H  -4.200636  3.177952  4.318609  0.109
H  -2.083210  2.057487  4.845777  0.110

Forces on atoms 1 to 2 (eV/Å):
Pt 0.87 1.33 -1.52
C -0.02 0.12 0.14

Values from the calculation:
- ΔE to the lowest compared entry with this formula, charge and spin (kcal per mole) = 0.00
- total charge = +1
- electronic energy (Eh) = -7541.9914
- spin multiplicity = 1


How do the records compare in HOMO-LUMO gap? In the order shown, they have 8.104 4.654 7.695 eV.